Formula: C68H178N10O21
Source: the OMol25 dataset
Level of theory: wB97M-V/def2-TZVPD

E   -131286.941 eV
HOMO-LUMO gap   8.8 eV

Last column: Mulliken charge in e.
Cartesian coordinates (Å):
C 4.8454 -2.4255 6.0861  -1.70
C 3.7429 -1.9429 5.1651  1.27
C 3.2728 -0.5362 5.4912  -1.07
O 4.2637 -2.0372 3.7972  0.04
H 5.5987 -1.6525 6.0261  0.30
H 5.2367 -3.3889 5.7379  0.37
H 4.4310 -2.5180 7.0859  0.39
H 2.8375 -2.5418 5.3120  0.10
H 2.4572 -0.2792 4.8240  -0.04
H 4.0235 0.2447 5.3353  -0.12
H 2.9086 -0.5267 6.5221  0.64
H 3.9149 -1.2729 3.2631  -0.18
C 6.2932 2.3100 7.0843  -1.08
C 5.2018 2.9235 8.0107  0.50
C 4.0513 3.4013 7.1234  -0.84
O 4.6940 1.8917 8.8799  -0.50
H 6.6574 3.0658 6.2991  0.30
H 5.9390 1.4465 6.5460  0.14
H 7.2247 2.0180 7.6496  0.39
H 5.7126 3.7293 8.5939  0.18
H 4.4853 4.1694 6.5131  0.47
H 3.1685 3.6530 7.7095  0.23
H 3.7001 2.5679 6.3864  -0.05
H 5.4843 1.4911 9.3240  0.31
C 5.3960 -6.9795 2.7887  -1.39
C 3.9629 -6.6873 2.4985  0.73
C 3.3273 -5.8246 3.5480  -1.08
O 3.8726 -5.9781 1.1950  -0.15
H 5.8146 -7.4996 1.9492  0.35
H 5.5885 -7.4130 3.7866  0.42
H 5.8807 -5.9806 2.8240  0.15
H 3.4055 -7.5899 2.4922  0.39
H 2.2705 -5.6321 3.3921  0.29
H 3.7425 -4.7808 3.5642  -0.04
H 3.4823 -6.2386 4.5996  0.40
H 3.3866 -6.4971 0.5473  0.13
C -3.1220 -2.4152 3.0496  -0.59
C -1.9326 -2.2637 3.9707  -0.23
C -0.5969 -2.4426 3.3478  -0.52
O -1.8798 -0.9941 4.6700  -0.31
H -4.0776 -2.1184 3.4048  0.23
H -3.2001 -3.5206 2.7569  0.42
H -2.8828 -1.9308 2.1133  -0.20
H -1.9834 -3.0003 4.7927  0.47
H -0.3923 -1.6230 2.6119  -0.20
H -0.2976 -3.3078 2.7999  0.70
H 0.1726 -2.1018 4.0726  0.23
H -1.7555 -0.3304 3.9139  -0.02
C -4.1578 -3.5778 -0.0053  0.14
C -4.2793 -2.8990 -1.3226  0.52
C -4.1042 -1.3125 -1.1881  0.16
O -3.1870 -3.3817 -2.1185  -0.54
H -4.4851 -4.6069 0.1917  0.51
H -4.7838 -3.0297 0.7247  -0.38
H -3.1124 -3.4106 0.3028  -0.47
H -5.3267 -3.1249 -1.8064  0.12
H -3.1503 -0.9945 -0.7228  -0.28
H -4.9310 -0.8459 -0.6832  0.49
H -3.8330 -1.0264 -2.1935  -0.82
H -3.0236 -2.8250 -2.9342  0.19
C -0.6966 3.1818 7.3516  -1.10
C -0.5678 1.6830 7.2905  1.78
C 0.1709 1.0533 8.4145  -1.48
O -1.8937 1.1290 7.3469  -0.63
H 0.2399 3.6314 7.6313  0.32
H -1.3926 3.4525 8.1852  0.35
H -1.0951 3.5754 6.3929  0.09
H -0.0603 1.3376 6.3644  -0.49
H 1.1995 1.3480 8.4062  0.34
H 0.0622 -0.0604 8.2874  0.27
H -0.3432 1.3873 9.3520  0.34
H -2.0835 0.5744 6.5677  0.27
C 0.3687 -6.1255 0.1927  -0.88
C 0.7110 -5.6855 -1.1973  3.17
C 1.6450 -6.6906 -1.9287  -1.21
O 2.9212 -6.7477 -1.3210  -0.46
C 3.8839 -5.8550 -1.9116  -0.36
N -0.3990 -5.3595 -2.0937  -0.39
H 1.2328 -6.1135 0.8172  -0.15
H -0.0821 -7.1300 0.1361  0.54
H -0.3688 -5.3186 0.5885  -0.07
H 1.4371 -4.8052 -1.2148  -1.69
H 1.6120 -6.4641 -3.0176  0.29
H 1.2602 -7.6970 -1.7373  0.46
H 3.9032 -6.0932 -2.9601  0.49
H 4.8040 -6.2360 -1.4853  0.15
H 3.6583 -4.8143 -1.6678  -0.17
H -0.9007 -4.5998 -1.6361  -0.09
H -1.0222 -6.2128 -2.1767  0.29
C 7.2241 -2.8858 -1.1137  -1.24
C 7.3775 -3.4923 0.2954  0.62
C 6.7619 -2.5297 1.2635  -0.15
O 6.9969 -1.1402 1.0229  0.13
C 8.3418 -0.5959 1.1649  -1.18
N 6.6787 -4.7577 0.4797  -0.44
H 7.6490 -3.6081 -1.8369  0.48
H 7.7297 -1.9490 -1.2424  0.34
H 6.1784 -2.7977 -1.3724  0.13
H 8.4273 -3.6000 0.4764  0.13
H 7.1626 -2.9279 2.1770  0.52
H 5.6814 -2.6587 1.1794  -0.52
H 8.4138 0.1535 1.9032  0.30
H 8.6034 -0.1987 0.1858  0.35
H 9.0911 -1.3208 1.4924  0.37
H 5.7177 -4.6549 0.8684  -0.18
H 6.6369 -5.2927 -0.3892  0.28
C 5.1114 1.7471 2.2339  -1.54
C 3.6344 1.5022 2.1310  -0.02
C 3.0901 2.5885 1.1915  1.25
O 3.0903 3.7887 1.8912  -0.30
C 3.0487 4.9675 1.1044  -0.78
N 3.3061 0.1338 1.7666  1.98
H 5.5694 1.0547 2.9336  0.32
H 5.2320 2.7721 2.5461  0.51
H 5.5756 1.5123 1.3264  0.05
H 3.1992 1.6722 3.1265  -0.29
H 2.0337 2.3397 0.9686  -0.79
H 3.7288 2.6103 0.3235  0.14
H 2.6382 5.7424 1.7263  0.31
H 2.3081 4.8205 0.3083  0.21
H 4.0116 5.3301 0.7672  0.29
H 2.3787 -0.0468 1.4219  -0.91
H 4.0361 -0.2810 1.2130  -0.32
C 1.8732 1.7166 -3.2556  -1.03
C 2.7179 2.8814 -2.8542  2.18
C 4.1341 2.3731 -2.6100  -1.28
O 4.1783 1.2665 -1.6861  0.33
C 5.5642 1.0012 -1.4512  -1.14
N 2.7800 3.9158 -3.8373  -0.72
H 2.1312 1.4572 -4.2655  0.56
H 0.7735 1.7679 -3.1950  -0.18
H 2.1429 0.9224 -2.5734  -0.08
H 2.3189 3.2913 -1.8449  -0.57
H 4.7459 3.1371 -2.1041  0.43
H 4.5363 2.1044 -3.6441  0.28
H 5.7109 0.1839 -0.6893  0.08
H 6.1962 1.8290 -1.0671  0.35
H 6.0241 0.5778 -2.3564  0.32
H 2.8775 4.8117 -3.4535  0.27
H 2.0473 3.9519 -4.5773  0.17
C -5.1830 5.6169 4.5771  -1.92
C -4.5882 4.3300 4.2136  1.00
C -5.0808 3.1924 5.0091  -1.23
O -4.4367 1.9884 4.6144  0.45
C -4.8850 0.8907 5.4408  -0.73
N -4.7198 3.9643 2.7289  -0.18
H -6.2616 5.4383 4.6993  0.35
H -5.0409 6.3548 3.7632  0.38
H -4.8451 6.0611 5.4708  0.47
H -3.5351 4.3745 4.3348  0.11
H -6.1613 2.9927 4.9695  0.40
H -4.9767 3.3543 6.0870  0.55
H -5.9662 0.5493 5.2762  0.21
H -4.7037 1.0984 6.5164  0.31
H -4.2125 0.1107 5.1585  0.03
H -5.6988 3.7092 2.4939  0.22
H -4.1885 3.0603 2.6800  -0.28
C -1.5627 0.2860 -4.1311  0.54
O -2.5766 -0.7170 -4.1456  0.97
C -3.0738 -0.8093 -5.4682  0.23
C -4.5235 -1.2661 -5.5496  -1.24
N -5.3427 -0.4865 -4.7276  0.66
C -6.6901 -0.0668 -5.1141  -1.06
C -6.8154 1.4569 -5.2990  0.07
O -5.8770 1.8788 -6.2730  -0.25
C -6.3521 3.0825 -6.7874  -0.89
H -1.8726 1.2432 -4.6418  -0.42
H -0.6951 -0.1370 -4.6601  0.43
H -1.2175 0.6565 -3.1548  -0.59
H -2.3894 -1.3813 -6.1114  -0.14
H -3.0709 0.1781 -6.0064  -0.38
H -4.6556 -2.3762 -5.3710  0.18
H -4.9236 -1.1225 -6.5738  0.64
H -5.0687 -0.5717 -3.7429  -0.47
H -7.3739 -0.3117 -4.2944  0.36
H -6.8926 -0.6444 -6.0773  0.34
H -6.6775 1.8722 -4.2904  -0.15
H -7.8244 1.7598 -5.5577  0.55
H -5.7682 3.1916 -7.6881  0.30
H -6.3511 3.8645 -5.9794  0.27
H -7.4264 2.9751 -7.1771  0.38
C -6.8384 -1.5397 1.6747  -0.72
O -6.6432 -0.4908 0.7831  -0.39
C -5.9353 0.6622 1.3646  0.00
C -5.6348 1.7106 0.2764  0.03
N -6.4586 2.8867 0.5623  -0.11
C -6.2575 3.8905 -0.4126  0.62
C -7.1500 5.1083 -0.1800  -0.83
O -8.6037 4.9500 -0.2363  -0.41
C -9.0274 4.6810 -1.5842  -0.58
H -7.2785 -2.3558 1.0815  0.28
H -7.5463 -1.2397 2.3753  0.39
H -5.9400 -1.8974 2.2005  0.07
H -4.9774 0.2410 1.8373  -0.39
H -6.5884 1.1679 2.1369  0.48
H -5.8310 1.0975 -0.5747  0.65
H -4.5668 1.9726 0.1960  -0.26
H -7.4671 2.6281 0.6450  0.34
H -6.4166 3.5492 -1.4629  -0.36
H -5.2675 4.3481 -0.2881  -0.16
H -6.7732 5.7732 -1.0026  0.40
H -6.9997 5.5330 0.7852  0.33
H -8.6271 3.7083 -1.9413  0.17
H -8.7318 5.4250 -2.3253  0.29
H -10.0888 4.7932 -1.5561  0.31
C 2.3772 -3.0475 0.7095  1.10
O 1.5471 -1.8770 0.2569  1.03
C 0.3877 -2.1057 -0.4730  0.04
C -0.2166 -0.7478 -0.8616  0.93
N -0.8509 -0.1396 0.3180  1.91
C -1.0369 1.3217 0.3457  -0.11
C -1.6398 1.6708 1.6494  -0.51
O -0.6416 1.4654 2.7176  0.80
C -0.7040 2.3731 3.7931  -0.77
H 2.9038 -2.6688 1.6192  -0.52
H 2.9598 -3.4422 -0.1133  -0.58
H 1.6250 -3.8082 1.0242  -0.30
H -0.4221 -2.5647 0.1675  -0.22
H 0.5561 -2.7423 -1.3688  -0.43
H -0.8765 -0.9136 -1.7554  -1.28
H 0.6136 -0.1452 -1.2256  -0.17
H -0.1927 -0.2925 1.0790  -1.17
H -1.6973 1.6752 -0.4277  -0.15
H -0.1891 1.9755 0.3396  -0.19
H -2.5381 1.0293 1.8022  -0.44
H -2.0394 2.7180 1.7436  0.11
H -0.9469 3.4068 3.4479  0.34
H 0.2939 2.3596 4.2696  0.28
H -1.3881 2.1595 4.5847  -0.17
C -0.1252 -2.8182 -6.4658  -0.73
O 1.1069 -2.5791 -5.8316  -0.24
C 1.4238 -3.4243 -4.7690  -0.67
C 2.5280 -2.7538 -3.9415  1.32
N 3.8925 -2.7767 -4.4203  -0.33
C 4.6642 -1.6551 -3.9696  -0.25
C 4.5146 -0.4785 -4.9823  -0.51
O 4.9628 -0.9275 -6.2315  -0.44
C 4.6285 -0.0248 -7.2645  -0.82
H -0.5288 -1.8555 -6.7264  0.25
H -0.7975 -3.3022 -5.7486  0.31
H -0.0045 -3.4278 -7.4043  0.30
H 1.8046 -4.3840 -5.0629  0.34
H 0.5437 -3.5543 -4.1511  0.33
H 2.5200 -3.2104 -2.9133  -0.44
H 2.2250 -1.6783 -3.7334  -0.59
H 3.8260 -2.7006 -5.4025  0.44
H 5.7326 -1.8904 -4.0480  0.17
H 4.4045 -1.4435 -2.9178  -0.11
H 5.0269 0.4076 -4.6155  0.83
H 3.4549 -0.3129 -5.0326  0.03
H 5.3162 0.8002 -7.1742  0.33
H 3.6417 0.3677 -7.1301  0.28
H 4.7641 -0.5559 -8.1896  0.29
C -2.3630 4.2087 -1.1556  -0.98
O -2.8542 2.9772 -1.6480  0.63
C -3.6072 3.0590 -2.8700  0.64
C -2.9025 3.8258 -4.0618  -0.95
N -3.6431 3.6329 -5.2828  0.14
C -3.0232 4.1151 -6.4787  -0.98
C -1.8409 3.3220 -7.0749  0.35
O -1.7825 3.6413 -8.5033  -0.39
C -0.8450 2.9038 -9.2315  -0.80
H -2.0052 3.9600 -0.1530  0.13
H -3.2052 5.0097 -1.0276  0.21
H -1.5988 4.7028 -1.7964  0.24
H -4.5854 3.4651 -2.5956  -0.14
H -3.7694 2.0311 -3.2711  -0.93
H -1.8361 3.6227 -4.2152  0.28
H -2.9559 4.8818 -3.9758  0.87
H -3.9165 2.6546 -5.3653  -0.16
H -2.6357 5.1073 -6.2059  0.37
H -3.7535 4.0844 -7.2707  0.29
H -2.0444 2.2772 -6.8633  0.00
H -0.9237 3.5336 -6.5401  0.20
H 0.1018 2.8823 -8.7790  0.35
H -0.6737 3.3707 -10.1885  0.29
H -1.1669 1.8683 -9.2748  0.29

Forces on atoms 1 to 3 (eV/Å):
C -0.5897 -0.0027 -0.5837
C 0.2923 0.2834 -0.9177
C 0.0850 0.0577 -0.1088